Entry 1:
The following is a quantum chemistry calculation of 10 unconnected molecules or ions with the total composition C46H49BN10O2, from OMol25.

Positions of all 108 atoms, in Å:
1 C -4.86866 -0.59793 -4.20539
2 C -6.23413 -0.82414 -4.27998
3 C -7.08959 0.13459 -3.76009
4 N -6.67089 1.26365 -3.19108
5 C -5.35616 1.46519 -3.12629
6 C -4.41483 0.57154 -3.61638
7 H -4.16737 -1.32378 -4.59768
8 H -6.63076 -1.72467 -4.72863
9 H -8.16461 -0.00570 -3.79835
10 H -5.04666 2.38951 -2.64914
11 H -3.35648 0.78403 -3.53537
12 C -9.52012 4.41409 0.35563
13 C -8.57885 4.69448 1.33333
14 C -7.32500 4.11293 1.22419
15 N -6.97193 3.29545 0.23466
16 C -7.88650 3.02970 -0.70069
17 C -9.16729 3.56680 -0.68127
18 H -10.51058 4.84893 0.40285
19 H -8.80867 5.34916 2.16304
20 H -6.56082 4.31075 1.96876
21 H -7.57419 2.35997 -1.49851
22 H -9.86973 3.32152 -1.46656
23 C 0.35347 0.03056 3.08234
24 C 0.23205 0.34806 1.73926
25 C 0.15091 -0.68777 0.81827
26 N 0.18783 -1.97614 1.15851
27 C 0.30665 -2.26321 2.45485
28 C 0.38995 -1.30449 3.45347
29 H 0.41803 0.80975 3.83202
30 H 0.19821 1.37664 1.40598
31 H 0.04899 -0.47956 -0.23727
32 H 0.33639 -3.31938 2.70135
33 H 0.47971 -1.59217 4.49192
34 C 4.52062 -3.75536 1.59525
35 C 3.67735 -2.73299 1.99929
36 C 3.98904 -2.04869 3.16633
37 N 5.05043 -2.32197 3.92278
38 C 5.84787 -3.31010 3.52225
39 C 5.63021 -4.05236 2.37127
40 H 4.31751 -4.31106 0.68822
41 H 2.80110 -2.46940 1.42369
42 H 3.35528 -1.24043 3.51406
43 H 6.70413 -3.51286 4.15652
44 H 6.31302 -4.84320 2.09067
45 C 7.26987 -0.53408 -0.65758
46 C 7.02756 -1.68755 0.07171
47 C 8.04948 -2.61753 0.18414
48 N 9.25235 -2.46913 -0.37161
49 C 9.46693 -1.35545 -1.06889
50 C 8.51469 -0.36234 -1.24077
51 H 6.49948 0.21812 -0.76907
52 H 6.07162 -1.86225 0.54406
53 H 7.90307 -3.53147 0.74871
54 H 10.45243 -1.25823 -1.51129
55 H 8.74692 0.52224 -1.81781
56 C -2.58290 1.43360 7.30660
57 C -2.74022 0.97296 6.00893
58 C -1.93380 -0.06767 5.57364
59 N -1.01076 -0.65327 6.33675
60 C -0.87231 -0.19990 7.58121
61 C -1.62888 0.83439 8.11256
62 H -3.19495 2.24341 7.68300
63 H -3.47430 1.40906 5.34490
64 H -2.02788 -0.45540 4.56556
65 H -0.11495 -0.69269 8.18096
66 H -1.47139 1.15838 9.13206
67 C 10.17433 -6.30248 -2.11525
68 C 10.27067 -7.17103 -3.19090
69 C 9.50964 -6.90929 -4.32064
70 N 8.68733 -5.86849 -4.43087
71 C 8.60649 -5.04504 -3.38720
72 C 9.32418 -5.21220 -2.21158
73 H 10.75348 -6.47041 -1.21597
74 H 10.92136 -8.03453 -3.15908
75 H 9.55940 -7.56520 -5.18322
76 H 7.92911 -4.20481 -3.50139
77 H 9.21870 -4.50469 -1.40132
78 C -6.04413 -2.08856 6.14690
79 C -7.40567 -2.34274 6.11751
80 C -8.24751 -1.51672 6.84799
81 N -7.82105 -0.49056 7.58061
82 C -6.51014 -0.26043 7.59927
83 C -5.58407 -1.02306 6.90382
84 H -5.35336 -2.70823 5.58938
85 H -7.81071 -3.16299 5.54080
86 H -9.31923 -1.68300 6.84777
87 H -6.18764 0.58025 8.20492
88 H -4.53079 -0.78802 6.95688
89 C 1.30980 7.21913 -8.56979
90 C 2.13983 6.48578 -7.73741
91 C 1.57139 5.51249 -6.93030
92 N 0.26721 5.24434 -6.90957
93 C -0.51872 5.95749 -7.71283
94 C -0.04928 6.95046 -8.55880
95 H 1.71508 7.98738 -9.21544
96 H 3.20625 6.66214 -7.71149
97 H 2.18784 4.91725 -6.26578
98 H -1.57615 5.72004 -7.67252
99 H -0.73452 7.49773 -9.19120
100 B -0.92466 3.38535 -4.58154
101 C -1.16858 1.88269 -5.01564
102 O -1.26155 1.04317 -3.83891
103 N 0.01337 0.70116 -3.36441
104 O -0.01725 0.49029 -2.21620
105 H -1.67146 4.25637 -4.88229
106 H 0.04200 3.64694 -3.93591
107 H -0.34874 1.54754 -5.66375
108 H -2.11216 1.74374 -5.54599

Forces on the atoms, in the same order (eV/Å):
0.0 0.0 0.0
0.0 0.0 0.0
0.0 0.0 0.0
0.1 -0.2 -0.2
0.0 0.1 0.0
0.0 0.0 0.0
0.0 0.0 0.0
0.0 0.0 0.0
0.0 0.0 0.0
0.0 0.0 0.0
-0.2 0.0 0.1
0.0 0.0 0.0
0.0 0.0 0.0
0.0 0.0 0.0
0.0 0.0 0.0
0.1 0.0 0.0
0.0 0.0 0.0
0.0 0.0 0.0
0.0 0.0 0.0
0.0 0.0 0.0
-0.1 0.1 0.1
0.0 0.0 0.0
0.0 0.0 0.0
0.0 0.0 0.0
0.0 -0.1 0.0
0.0 0.0 0.0
-0.1 0.0 0.0
0.1 -0.1 -0.1
0.0 0.0 0.0
0.0 0.0 0.0
0.0 0.0 0.1
0.0 0.0 0.0
-0.1 0.0 0.0
0.0 -0.1 0.0
0.1 0.0 0.0
0.0 0.0 0.0
0.0 0.0 0.0
0.0 0.0 0.0
-0.1 0.0 0.0
0.0 0.0 0.0
0.0 0.0 0.0
0.0 0.0 0.0
0.0 0.0 0.0
0.0 0.0 0.0
0.0 0.0 0.0
0.0 0.1 0.0
0.1 0.0 0.0
-0.1 0.1 0.1
0.1 0.0 0.0
0.0 0.0 0.0
0.0 0.0 0.0
0.0 0.0 0.0
0.0 0.0 0.0
0.0 0.0 0.0
0.0 0.0 0.0
0.0 0.0 0.0
0.0 0.1 0.0
0.0 -0.1 0.0
-0.1 0.1 0.0
0.1 -0.1 0.0
0.0 0.0 0.0
0.0 0.0 0.0
0.0 0.0 0.0
0.0 0.0 0.0
0.0 0.0 0.0
0.0 0.0 0.0
0.0 0.0 0.0
0.0 0.0 0.0
0.0 0.0 0.0
0.0 0.0 0.0
0.0 0.0 0.0
0.0 -0.1 0.0
0.0 0.0 0.0
0.0 0.0 0.0
0.0 0.0 0.0
0.0 0.0 0.0
0.1 0.0 -0.1
0.0 0.0 0.0
0.0 0.0 0.0
0.0 0.0 0.0
0.0 0.0 0.0
0.0 0.0 0.0
0.0 -0.1 0.0
0.0 0.0 0.0
0.0 0.0 0.0
0.0 0.0 0.0
0.0 0.0 0.0
0.0 0.0 0.0
0.0 0.0 0.0
0.0 0.0 0.0
0.0 0.0 0.0
0.0 -0.1 0.1
-0.1 0.0 0.0
0.0 0.0 0.0
0.0 0.0 0.0
0.0 0.0 0.0
0.0 0.0 0.0
0.0 0.0 0.0
0.0 0.0 0.0
0.2 0.3 -0.2
-0.1 0.2 -0.3
0.3 0.1 0.2
0.0 0.3 0.0
0.0 -0.2 -0.3
-0.1 0.0 0.1
-0.1 -0.1 0.1
-0.1 -0.1 0.0
0.1 -0.2 0.0

Calculated values
* electronic energy: -2504.953647 Eh
* HOMO-LUMO gap: 9.1960 eV
* charge: 0
* structure (SMILES): c1ccncc1.c1ccncc1.c1ccncc1.c1ccncc1.c1ccncc1.c1ccncc1.c1ccncc1.c1ccncc1.c1ccncc1.BCON=O
* 2S+1: 1

***

Entry 2:
The following is a quantum chemistry calculation of 2 unconnected molecules or ions with the total composition C2H6O2Si2, from OMol25.

Positions of all 12 atoms, in Å:
1 C 0.95067 -0.67334 0.12672
2 C -0.73992 0.59198 0.65282
3 O 0.56201 -1.76936 -0.12656
4 O -0.61905 1.68154 1.13081
5 Si 2.33764 0.50072 -0.21514
6 Si -2.32889 -0.34082 -0.01627
7 H 3.49078 -0.32096 -0.65486
8 H 1.79919 1.21486 -1.39735
9 H 2.38290 1.06615 1.14362
10 H -3.35737 -0.71099 0.93577
11 H -1.68601 -1.62951 -0.36469
12 H -2.79196 0.38972 -1.21488

Forces on the atoms, in the same order (eV/Å):
-3.7 -0.1 -0.3
1.3 -0.2 -0.1
1.2 0.7 0.5
0.0 -0.8 -0.3
0.4 -0.7 -0.1
1.0 -0.7 -0.3
0.2 0.4 0.2
0.1 0.3 0.4
0.4 0.5 -0.3
-0.5 0.3 0.4
-0.4 0.2 -0.3
-0.1 0.0 0.1

Calculated values
* electronic energy: -809.120979 Eh
* ΔE to the lowest compared entry with this formula, charge and spin: 135.4 kcal per mole
* HOMO-LUMO gap: 7.2843 eV
* charge: 0
* 2S+1: 1

***

Entry 3:
The following is a quantum chemistry calculation of a molecular structure, C45H50CaN8O2PSSb2, from OMol25.

Positions of all 110 atoms, in Å:
1 Ca 0.14044 0.12023 -0.38782
2 C -1.56913 3.31410 3.65977
3 Sb -1.74143 1.91524 2.04872
4 C -2.90256 0.49580 3.16793
5 C -3.32764 2.94502 0.97204
6 C -4.67798 2.38251 1.25155
7 C -5.37669 2.83150 2.37247
8 C -6.58847 2.27744 2.74612
9 C -7.13169 1.25045 1.98957
10 C -6.46285 0.81398 0.85874
11 C -5.24416 1.36720 0.46587
12 C -4.60711 0.87521 -0.79533
13 Sb -3.07242 -0.62844 -0.57875
14 C -3.27521 -1.43051 -2.54271
15 C -4.27708 -2.07924 0.42289
16 H -2.50043 3.35493 4.22435
17 H -1.33733 4.30035 3.26133
18 H -0.76100 3.01372 4.32574
19 H -3.88515 0.88150 3.43659
20 H -2.34056 0.29201 4.08251
21 H -3.01455 -0.44510 2.63091
22 H -3.06319 2.91193 -0.08447
23 H -3.25823 3.98331 1.29897
24 H -4.94967 3.63169 2.96700
25 H -7.10701 2.64860 3.62029
26 H -8.07841 0.80584 2.26561
27 H -6.90406 0.03524 0.24710
28 H -4.17254 1.68902 -1.37831
29 H -5.36467 0.40249 -1.42380
30 H -4.31671 -1.37726 -2.86074
31 H -2.96233 -2.47369 -2.52371
32 H -2.63160 -0.87692 -3.22119
33 H -5.17611 -2.27120 -0.16276
34 H -4.56905 -1.72155 1.40835
35 H -3.72105 -3.00997 0.52975
36 N 1.04279 -1.68046 3.71624
37 C 0.23953 -2.75635 3.41721
38 C -0.28504 -2.49300 2.19036
39 N 0.18285 -1.28838 1.72675
40 C 0.97706 -0.82764 2.66912
41 C 1.63325 0.46109 2.55758
42 N 1.71598 1.10010 1.41397
43 C 2.30926 2.30507 1.69493
44 C 2.58746 2.38265 3.02454
45 N 2.15285 1.19449 3.56890
46 H 1.66828 -1.61799 4.50072
47 H 0.12402 -3.58945 4.08613
48 H -0.96384 -3.09574 1.61208
49 H 2.47213 3.04454 0.93243
50 H 3.03406 3.15679 3.62142
51 H 2.18307 0.95162 4.54354
52 C 4.32638 -3.55622 -4.22243
53 C 5.02952 -3.64157 -3.02910
54 C 4.68830 -2.82515 -1.96165
55 C 3.63233 -1.92474 -2.07768
56 C 2.92626 -1.84716 -3.27558
57 C 3.27699 -2.65657 -4.34680
58 P 3.11184 -0.76167 -0.78485
59 C 3.71439 -1.50812 0.76583
60 C 4.44550 -0.80303 1.71705
61 C 4.76958 -1.38774 2.93518
62 C 4.34743 -2.67478 3.22880
63 C 3.58882 -3.37586 2.29968
64 C 3.27566 -2.79885 1.07958
65 C 4.18998 0.68498 -1.04266
66 C 5.58052 0.62786 -0.95056
67 C 6.34927 1.75355 -1.19711
68 C 5.73736 2.94941 -1.55153
69 C 4.35740 3.01479 -1.65779
70 C 3.58868 1.88684 -1.40167
71 H 4.60177 -4.18796 -5.05717
72 H 5.85047 -4.34024 -2.93456
73 H 5.24025 -2.89802 -1.03296
74 H 2.09458 -1.15602 -3.36543
75 H 2.73154 -2.58010 -5.27933
76 H 4.77516 0.20763 1.50744
77 H 5.37109 -0.83463 3.64641
78 H 4.61580 -3.13462 4.17160
79 H 3.24776 -4.37932 2.51943
80 H 2.68015 -3.35549 0.36530
81 H 6.06586 -0.30546 -0.69080
82 H 7.42694 1.69586 -1.11940
83 H 6.34034 3.82620 -1.74789
84 H 3.87246 3.94243 -1.93327
85 H 2.50709 1.96533 -1.46682
86 C -0.81244 5.96425 -1.58415
87 N -0.71354 4.54817 -1.90935
88 C -1.02066 4.07764 -3.14688
89 C -0.98887 2.76159 -3.43730
90 C -0.61459 1.86248 -2.37638
91 O -0.54624 0.61230 -2.53518
92 N -0.32807 2.34608 -1.14907
93 C -0.36514 3.67444 -0.86955
94 O -0.12483 4.13589 0.24149
95 H -0.99335 6.52042 -2.50065
96 H 0.11162 6.30283 -1.12157
97 H -1.62758 6.13586 -0.88183
98 H -1.28404 4.83259 -3.87575
99 H -1.22159 2.38546 -4.42009
100 S 0.05896 -2.87432 -1.08576
101 C -0.08643 -3.27553 -2.70930
102 N -0.05447 -4.60782 -3.04798
103 C -0.15682 -5.06263 -4.31399
104 C -0.30895 -4.16230 -5.32114
105 C -0.33037 -2.80503 -4.93628
106 N -0.21934 -2.37635 -3.70680
107 H 0.05892 -5.25486 -2.27951
108 H -0.11330 -6.13473 -4.43940
109 H -0.40243 -4.46725 -6.35032
110 H -0.44517 -2.03477 -5.69352

Forces on the atoms, in the same order (eV/Å):
0.2 -0.3 0.5
-0.1 0.1 0.0
0.2 -0.2 -0.2
0.0 0.0 0.1
0.0 0.1 -0.1
0.0 0.0 0.0
0.0 0.0 0.0
0.0 0.0 0.0
0.0 0.0 0.0
0.0 0.0 0.0
0.0 0.0 0.1
-0.1 0.0 -0.2
0.1 0.1 0.1
-0.1 -0.1 0.0
-0.1 0.0 0.0
0.0 0.0 0.0
0.0 0.0 0.0
0.0 0.0 0.0
0.0 0.0 0.0
0.0 0.0 0.0
0.0 0.0 -0.1
0.0 0.0 0.0
0.0 0.0 0.0
0.0 0.0 0.0
0.0 0.0 0.0
0.0 0.0 0.0
0.0 0.0 0.0
0.0 0.0 0.0
0.0 0.0 0.0
0.0 0.0 0.0
0.0 0.0 0.0
0.0 0.0 0.0
0.0 0.0 0.0
0.0 0.0 0.0
0.0 0.0 0.0
-0.1 0.0 -0.1
0.0 0.0 0.0
0.0 -0.1 0.0
0.0 0.0 0.1
0.1 0.0 0.1
0.1 0.0 0.1
0.0 0.1 0.0
0.0 0.0 0.0
0.1 0.0 0.0
0.0 0.0 -0.1
0.0 0.0 0.0
0.0 0.0 0.0
0.0 0.0 0.0
0.0 0.0 0.0
0.0 0.0 0.0
0.0 0.0 0.0
0.0 0.0 -0.1
0.0 0.0 0.0
0.0 0.0 0.0
0.1 0.0 -0.1
0.0 0.0 -0.1
0.0 0.0 0.0
-0.3 0.3 0.1
-0.1 -0.1 0.1
0.1 0.1 -0.1
0.0 0.1 0.0
0.0 0.0 0.0
0.0 0.0 -0.1
0.0 0.0 0.0
0.1 -0.1 -0.1
0.0 0.0 -0.1
0.0 -0.1 0.0
0.0 0.0 0.0
0.0 0.0 0.0
-0.1 0.1 0.0
0.0 0.0 0.0
0.0 0.0 0.0
0.0 0.0 0.0
0.0 0.0 0.0
0.0 0.0 0.0
0.0 0.0 0.0
0.0 0.0 0.0
0.0 0.0 0.0
0.0 0.0 0.0
0.0 0.0 0.0
0.0 0.0 0.0
0.0 0.0 0.0
0.0 0.0 0.0
0.0 0.0 0.0
0.0 -0.1 0.0
0.0 0.0 0.0
0.0 0.0 0.1
0.0 -0.1 0.0
0.0 0.1 0.0
-0.1 0.1 -0.2
0.0 -0.1 -0.3
0.1 0.2 -0.1
0.0 -0.1 0.2
0.0 0.1 0.0
0.0 0.0 0.0
0.0 0.0 0.0
0.0 0.0 0.0
0.0 0.0 0.0
0.0 0.0 0.0
-0.1 0.0 -0.1
0.1 -0.1 0.1
0.0 0.0 0.0
0.0 0.1 0.0
0.0 0.0 0.1
0.0 -0.1 -0.2
0.0 0.0 0.1
0.0 0.0 0.0
0.0 0.0 -0.1
0.0 0.0 0.0
0.0 0.0 0.0

Calculated values
* electronic energy: -4230.990134 Eh
* ΔE to the lowest compared entry with this formula, charge and spin: 0.0 kcal per mole
* HOMO-LUMO gap: 6.8800 eV
* charge: +1
* 2S+1: 1